Entry 1:
This record from OMol25 describes a molecular structure, C17H28HfN4PS3. The level of theory is ωB97M-V with the def2-TZVPD basis set.

Summary:
* HOMO-LUMO gap: 6.377 eV
* LUMO: -0.146 Ha
* charge: +1

```
54
Properties=species:S:1:pos:R:3:forces:R:3
Hf 0.2708 -0.4276 -0.6457 -0.054 -2.563 -0.459
C -3.4045 0.8212 4.1707 0.039 0.046 0.033
C -3.5642 -0.3042 3.1615 0.105 -0.111 0.013
N -2.2959 -0.9516 2.8166 0.095 -0.146 0.100
C -1.4117 -0.4537 1.9517 -0.149 0.422 -0.034
S 0.0604 -1.4004 1.6859 -0.169 0.357 0.018
N -1.7334 0.7005 1.3895 0.344 0.001 0.093
N -0.8450 1.1188 0.4377 -0.591 0.507 0.715
C -1.0966 2.2159 -0.1815 0.176 0.395 -0.310
C -2.2716 3.0821 0.1061 0.036 0.129 -0.037
C -0.1776 2.5276 -1.3186 -0.216 -0.144 0.447
C -0.0725 3.7893 -1.8613 -0.028 0.249 -0.225
C 0.7743 3.9883 -2.9429 -0.079 0.172 0.049
C 1.4858 2.9220 -3.4605 0.095 -0.002 -0.122
C 1.3463 1.6883 -2.8618 -0.115 -0.099 0.116
N 0.5442 1.4969 -1.8085 -0.088 0.277 0.040
H -4.3618 1.3210 4.3262 0.025 -0.031 0.005
H -2.6859 1.5602 3.8120 -0.053 -0.048 0.014
H -3.0617 0.4384 5.1333 0.009 0.026 -0.037
H -4.0126 0.0602 2.2405 0.009 0.029 -0.066
H -4.2074 -1.0898 3.5558 -0.032 0.016 0.007
H -2.0374 -1.8050 3.2831 -0.043 0.010 -0.001
H -2.7344 2.7782 1.0375 -0.015 -0.002 0.026
H -3.0032 2.9769 -0.7013 0.021 0.008 0.027
H -1.9902 4.1347 0.1643 -0.012 -0.052 0.004
H -0.6522 4.6047 -1.4541 0.037 -0.003 -0.032
H 0.8693 4.9728 -3.3820 -0.007 -0.012 0.009
H 2.1359 3.0350 -4.3162 -0.012 0.006 0.010
H 1.8691 0.8165 -3.2306 0.024 -0.050 -0.006
C -2.6945 -3.3370 -0.6367 0.117 -0.088 0.089
C -1.5192 -2.5819 -1.2151 -0.047 0.239 -0.077
S -1.8766 -0.9202 -1.7106 -0.074 0.243 -0.228
C -0.3007 -3.1530 -1.3374 0.301 0.131 -0.120
C -0.0148 -4.5658 -0.9060 -0.116 0.007 0.154
S 1.1401 -2.3072 -1.9518 0.418 -0.037 -0.186
H -3.5628 -2.6928 -0.5308 0.021 0.039 -0.029
H -2.4561 -3.7543 0.3443 0.017 0.009 -0.020
H -2.9672 -4.1672 -1.2926 0.003 0.020 0.014
H -0.9074 -5.1863 -0.9773 0.023 -0.002 0.011
H 0.3335 -4.5958 0.1314 -0.010 0.029 -0.021
H 0.7649 -5.0048 -1.5262 -0.021 0.027 -0.017
C 4.0746 -0.2163 -1.5900 0.066 0.084 0.017
P 3.0361 -0.0754 -0.0964 -0.005 -0.278 -0.027
C 3.8537 1.2503 0.8363 -0.071 0.122 0.004
C 3.5252 -1.5592 0.8422 0.044 0.090 0.034
H 5.0913 -0.4865 -1.3004 0.011 0.015 -0.023
H 4.1118 0.7367 -2.1192 -0.013 -0.010 -0.009
H 3.6871 -0.9846 -2.2586 -0.012 -0.013 0.017
H 4.9160 1.0215 0.9208 0.033 0.053 0.041
H 3.4209 1.3235 1.8335 -0.002 -0.012 0.011
H 3.7331 2.2116 0.3371 0.000 0.003 -0.017
H 4.6003 -1.5338 1.0271 0.006 -0.028 -0.007
H 3.2729 -2.4505 0.2722 -0.028 -0.034 -0.024
H 3.0019 -1.5881 1.7970 -0.013 0.003 0.013
```
Positions in Å, forces in eV/Å.


Entry 2:
This record from OMol25 describes a molecular structure, C17H28N12PtS2Si2. The level of theory is ωB97M-V with the def2-TZVPD basis set.

Summary:
* HOMO-LUMO gap: 4.499 eV
* LUMO: 0.147 Ha
* charge: -2

```
62
Properties=species:S:1:pos:R:3:forces:R:3
Pt -0.1434 -0.4601 0.1227 0.077 0.312 -1.041
C 2.7832 -2.8045 -1.5171 0.051 -0.077 -0.020
Si 2.8502 -1.7532 0.0472 -0.020 0.214 -0.032
C 2.4523 -2.7442 1.5855 -0.062 -0.106 0.002
C 4.7349 -1.5617 0.2059 0.057 -0.028 0.065
N 1.8950 -0.3288 -0.1089 0.005 0.136 0.222
C 2.3371 0.9936 -0.1522 -0.138 -0.314 -0.193
C 3.6775 1.3832 -0.1890 0.070 0.018 -0.022
C 4.0789 2.7168 -0.2599 -0.041 -0.033 0.016
C 3.1189 3.7060 -0.3047 -0.016 -0.019 -0.002
C 1.7739 3.3406 -0.2822 -0.039 -0.099 -0.020
C 1.3416 2.0103 -0.2052 -0.164 0.053 0.000
N 0.0001 1.6211 -0.1806 0.359 -0.383 0.174
Si -1.2251 2.8138 -0.0632 -0.127 0.077 0.015
C -1.2967 3.9261 -1.6057 -0.002 -0.012 -0.032
C -2.9932 2.2222 0.0728 -0.065 0.075 0.009
C -1.0330 3.9087 1.4669 0.019 0.030 0.053
H 3.3265 -3.7450 -1.3689 -0.010 0.013 -0.017
H 3.2736 -2.2513 -2.3246 -0.014 -0.009 0.004
H 1.7731 -3.0396 -1.8317 -0.161 -0.036 -0.052
H 3.0077 -3.6897 1.5763 -0.001 0.018 0.020
H 1.3957 -2.9644 1.7245 0.076 0.002 0.064
H 2.7550 -2.1561 2.4541 0.009 0.010 0.027
H 5.1293 -2.5828 0.2579 0.014 -0.005 0.027
H 5.0345 -1.0395 1.1169 0.003 0.016 -0.007
H 5.2005 -1.0681 -0.6496 0.012 -0.100 -0.003
H 4.4404 0.6260 -0.1543 -0.020 0.102 0.006
H 5.1356 2.9624 -0.2702 0.012 -0.015 -0.001
H 3.3951 4.7542 -0.3496 -0.019 0.008 -0.006
H 1.0393 4.1267 -0.3190 -0.084 0.107 -0.008
H -1.3344 3.2829 -2.4902 -0.023 0.009 0.001
H -0.4445 4.5934 -1.7248 0.044 0.027 -0.014
H -2.2073 4.5348 -1.5913 0.013 -0.016 0.015
H -3.3044 1.5733 -0.7445 0.010 0.160 0.024
H -3.6039 3.1315 0.0463 -0.029 0.017 0.013
H -3.2036 1.7079 1.0120 -0.005 0.107 -0.039
H -0.1726 4.5763 1.4452 0.028 0.023 -0.001
H -0.9172 3.2577 2.3387 -0.024 0.001 -0.005
H -1.9363 4.5112 1.6111 0.015 0.001 -0.003
N -2.5583 -0.6509 2.7325 0.035 0.028 -0.049
C -2.9467 -0.7081 1.4210 0.109 -0.112 0.171
N -4.2166 -0.9375 1.0921 -0.016 -0.002 -0.093
N -4.2295 -0.8785 -0.2521 -0.036 -0.107 -0.048
N -3.0490 -0.6416 -0.7082 0.075 -0.203 -0.007
N -2.1954 -0.5207 0.3350 -0.018 -0.198 -0.013
C -1.2699 -0.5941 3.2659 -0.249 -0.006 -0.139
N -1.0714 -0.5563 4.5740 0.081 0.003 0.056
N 0.2742 -0.4957 4.6783 0.043 0.014 0.009
N 0.8165 -0.4943 3.5014 -0.132 -0.055 0.112
N -0.1547 -0.5636 2.5636 0.241 -0.068 0.617
H -3.2917 -0.8098 3.4000 -0.006 0.010 -0.014
S -0.4470 -2.9298 0.0218 0.232 0.071 0.350
C -1.3901 -3.0700 -1.3277 -0.092 0.123 -0.576
N -2.6565 -3.5083 -1.3266 -0.167 0.267 0.240
C -3.4563 -3.2724 -2.5262 0.116 -0.028 -0.022
C -2.6132 -2.3917 -3.4492 -0.013 0.022 0.021
S -0.8887 -2.7058 -2.9806 -0.032 0.054 0.165
H -3.1256 -3.4348 -0.4323 0.028 -0.042 -0.016
H -4.3622 -2.7422 -2.2349 -0.041 -0.018 0.037
H -3.7211 -4.2250 -2.9930 0.048 -0.009 -0.030
H -2.8179 -1.3419 -3.2487 0.001 0.006 -0.017
H -2.7628 -2.6185 -4.5027 -0.016 -0.035 0.005
```
Positions in Å, forces in eV/Å.


Entry 3:
This record from OMol25 describes a molecular structure, C17H29ClNiSi2. The level of theory is ωB97M-V with the def2-TZVPD basis set.

Summary:
* HOMO-LUMO gap (spin up / spin down): 5.534 / 5.533 eV
* ⟨S²⟩: 2.0193
* LUMO (spin up / spin down): 0.192 / 0.192 Ha
* charge: -2
* spin multiplicity: 3

```
50
Properties=species:S:1:pos:R:3:forces:R:3
C 2.1738 -2.5816 0.5260 -1.001 -0.315 -0.902
C 2.0976 -2.1563 -0.8583 -0.532 -1.382 0.547
C 0.7685 -2.5026 -1.3513 0.521 -0.593 0.833
H 2.9356 -1.9285 -1.5072 -0.193 0.317 0.223
C 0.0473 -3.0658 -0.2574 1.122 -0.660 0.097
C 0.9190 -3.1482 0.8744 0.335 0.139 -0.902
H 0.6786 -3.6038 1.8310 -0.045 0.273 -0.120
H 3.0369 -2.4793 1.1858 -0.336 0.111 -0.256
H 0.4940 -2.5069 -2.4001 -0.070 0.185 0.330
H -0.9428 -3.5108 -0.3103 0.020 0.318 0.024
Ni 0.8485 -0.4597 -0.5802 0.383 0.034 0.526
Cl 2.3450 0.6286 0.7030 0.658 0.885 0.198
C 1.6005 1.2888 -3.7570 -0.228 -0.844 -0.764
C 0.3707 0.6603 -4.1511 1.298 -0.412 -0.252
C 0.6116 -0.7422 -4.2266 0.637 0.786 -0.301
H -0.5930 1.1562 -4.2397 0.195 -0.125 -0.169
C 1.9846 -0.9796 -3.9158 -0.400 0.962 -0.420
C 2.5881 0.2773 -3.6070 -0.844 -0.077 -0.541
H 3.6339 0.4482 -3.3741 -0.096 -0.066 0.116
H 1.7100 2.3453 -3.5160 0.123 -0.268 -0.206
H -0.1171 -1.4786 -4.5513 0.061 -0.046 0.119
H 2.5087 -1.9194 -4.0427 -0.065 -0.052 0.271
C -0.1647 3.1226 1.1106 0.019 0.001 0.183
Si -0.8616 1.6530 0.1342 -0.629 -0.544 -0.516
C -2.7201 2.0318 -0.3074 0.040 0.149 0.279
C -0.1632 1.7977 -1.5935 -0.124 0.418 0.562
C -0.6760 -0.1365 0.6816 -1.093 0.288 1.449
Si -0.8141 -0.2928 2.5744 -0.348 1.135 -1.515
C -2.4390 0.5758 3.0892 -0.401 0.161 0.243
C -1.1250 -1.9810 3.2807 0.008 -0.830 0.454
C 0.4327 0.5731 3.6986 0.267 -0.144 0.192
H -0.3477 4.0540 0.5371 0.030 -0.412 0.226
H 0.9261 2.9794 1.2169 -0.472 0.057 0.019
H -0.6286 3.2234 2.1062 0.199 0.051 -0.258
H -2.8157 2.9087 -0.9760 0.104 -0.262 0.267
H -3.1428 1.1671 -0.8445 0.147 0.186 0.163
H -3.3442 2.2197 0.5789 0.060 -0.100 -0.140
H 0.9051 2.0001 -1.7672 -0.644 -0.130 0.472
H -0.4504 0.9690 -2.2625 0.028 0.423 0.541
H -0.7477 2.6768 -1.8930 0.258 0.053 -0.563
H -1.5832 -0.7069 0.3226 0.592 0.549 0.213
H -3.3046 0.2651 2.4939 0.089 -0.135 -0.059
H -2.6705 0.3298 4.1368 0.035 0.041 -0.064
H -2.4189 1.6685 3.0247 0.182 0.012 -0.071
H -0.2088 -2.4357 3.6602 0.059 -0.041 0.021
H -1.8354 -1.9089 4.1154 0.137 0.051 -0.035
H -1.5437 -2.6889 2.5666 -0.018 0.056 -0.190
H 1.3796 0.0140 3.7032 -0.148 0.215 0.030
H 0.6594 1.6139 3.4159 -0.139 -0.426 -0.001
H 0.0032 0.5660 4.7222 0.220 0.010 -0.355
```
Positions in Å, forces in eV/Å.


Entry 4:
This record from OMol25 describes a molecular structure, C17H29FNO2P2Tb. The level of theory is ωB97M-V with the def2-TZVPD basis set.

Summary:
* HOMO-LUMO gap (spin up / spin down): 5.942 / 6.028 eV
* ⟨S²⟩: 12.1205
* LUMO (spin up / spin down): -0.015 / -0.013 Ha
* spin multiplicity: 7

```
53
Properties=species:S:1:pos:R:3:forces:R:3
C -2.7070 -2.8480 -1.5271 -0.567 -0.168 0.711
C -1.6825 -1.8478 -1.3600 0.927 0.690 -1.027
N -1.3002 -1.4552 -0.0725 -0.175 -0.728 -0.329
C -1.5992 -2.3110 0.9280 -0.828 -0.627 0.038
C -2.5098 -3.3647 0.8108 0.408 0.308 0.553
C -3.1295 -3.5882 -0.4260 0.132 0.473 -0.888
C -0.9976 -1.2685 -2.4956 -1.492 -0.310 0.485
P 0.6868 -0.6635 -2.4845 -1.174 0.482 0.241
Tb -0.3593 0.9108 0.0523 2.587 -2.062 -0.131
P -0.2483 -0.5291 2.6575 -0.380 0.060 -0.610
C -0.9299 -2.1777 2.2735 0.034 0.103 0.190
O -4.0413 1.1594 -3.0930 -1.027 -0.378 1.188
O -0.5215 2.5746 -1.6164 -0.487 1.308 -0.941
H -3.1502 -2.9968 -2.5224 0.386 -0.017 0.508
H -2.7388 -3.9582 1.7108 0.110 0.269 -0.672
H -3.9096 -4.3567 -0.5071 0.373 0.370 -0.130
C 1.6434 -2.0162 -3.2812 0.450 -0.260 -0.200
C 0.5981 0.5264 -3.8777 0.380 0.018 -0.501
H -1.6511 -2.4170 3.0695 0.273 -0.196 -0.211
H -0.0883 -2.8848 2.3455 -0.280 0.107 -0.164
H -3.3629 0.5352 -3.3418 0.488 -0.428 -0.131
H -1.4602 -1.4991 -3.4952 0.465 0.062 0.916
C 0.9927 -0.9336 3.8910 0.484 0.127 0.316
C -1.5942 0.0781 3.7453 0.113 0.048 0.336
H -1.4424 1.8618 1.8250 0.292 0.639 0.488
H -0.1025 3.4495 -1.6774 0.226 -0.417 0.308
H -1.1757 2.6004 -2.3347 0.003 -0.291 0.245
H -4.5823 0.6524 -2.4319 0.748 0.749 -0.960
H 1.0339 -0.3224 0.1566 0.109 -0.785 0.678
H -0.8074 1.6814 2.2396 -0.847 0.377 -0.732
H 1.3932 -2.1336 -4.3432 -0.156 0.040 0.168
H 2.7223 -1.8426 -3.2260 -0.054 0.129 0.052
H 1.4542 -2.9689 -2.7760 -0.106 0.234 0.022
H 0.2511 0.0465 -4.8026 0.011 0.116 0.106
H -0.0391 1.3931 -3.6600 0.204 -0.429 -0.015
H 1.6159 0.8989 -4.0397 -0.114 0.060 -0.166
H -1.6469 -0.5193 4.6554 -0.210 -0.033 0.002
H -1.4029 1.1166 4.0178 -0.074 -0.043 0.220
H -2.5461 0.0485 3.2145 -0.073 -0.032 -0.001
H 0.4930 -1.2064 4.8243 0.212 -0.083 -0.035
H 1.6099 -1.7620 3.5377 0.041 0.159 0.048
H 1.6248 -0.0565 4.0537 0.037 -0.184 0.091
F 5.1028 4.5530 1.2780 -0.483 -0.415 -0.093
C 4.0786 3.6651 1.0495 -0.078 0.153 0.021
C 2.8870 3.8204 1.7399 -0.136 -0.216 0.176
C 1.8389 2.9113 1.4798 1.172 0.955 0.078
C 1.9811 1.9282 0.5187 -2.652 -0.703 -0.252
C 3.1949 1.7599 -0.1208 1.121 0.698 -0.055
C 4.2660 2.6453 0.1269 -0.434 -0.449 -0.006
H 2.7707 4.6219 2.4611 0.142 -0.015 -0.003
H 0.9196 3.0068 2.0645 0.082 0.241 -0.135
H 3.3503 0.9416 -0.8282 -0.124 0.235 0.104
H 5.2174 2.5407 -0.3860 -0.060 0.057 0.099
```
Positions in Å, forces in eV/Å.


We obtain F_max values of 2.604 1.089 1.925 3.311 eV/A for the records listed above, in that order.